Run A
A structure of composition C4H6O2, computed with ωB97M-V with the def2-TZVPD basis set.

Geometry as XYZ:
```
12
Properties=species:S:1:pos:R:3:lowdin_charge:R:1
C -0.1020 1.1810 -0.4075 -0.14
H -2.0830 -0.8084 -0.3439 0.12
H 0.6832 1.7002 0.1530 0.11
H 0.0783 -0.7728 -1.5292 0.14
O -1.3000 1.0138 0.3674 -0.10
H -0.2936 1.7008 -1.3539 0.12
H -1.2074 -0.9126 1.2132 0.12
C -1.2460 -0.4073 0.2398 -0.15
C 1.2212 -0.9445 0.2533 -0.12
O 1.9722 -0.1338 0.9439 0.00
H 2.1802 -1.2802 0.9912 0.13
C 0.0971 -0.3362 -0.5274 -0.24
```

Calculated values
Kohn-Sham gap ... 9.56 eV
2S+1 ... 1
E_LUMO ... 0.025 Ha

=====

Run B
The molecule C4H6O2, computed with ωB97M-V with the def2-TZVPD basis set.

Geometry as XYZ:
```
12
Properties=species:S:1:pos:R:3:lowdin_charge:R:1
C -0.4156 -0.5183 0.4784 -0.08
H -2.3093 0.6031 0.1688 0.13
H 2.4911 0.5015 0.0699 0.09
H 1.7472 -0.5152 -1.1725 0.08
H -0.0119 -1.4692 0.1219 0.12
O -2.5485 -1.3661 -0.2356 0.06
C 1.6971 0.4618 -0.6852 -0.01
O -0.0869 1.8101 0.1555 0.08
C 0.3640 0.6965 -0.0115 -0.45
H 1.8856 1.2566 -1.4096 0.09
H -0.3611 -0.5144 1.5771 0.14
C -1.8852 -0.4175 0.1043 -0.24
```

Calculated values
Kohn-Sham gap ... 10.51 eV
2S+1 ... 1
E_LUMO ... 0.025 Ha

=====

Run C
The molecule C4H6O2, computed with ωB97M-V with the def2-TZVPD basis set.

Geometry as XYZ:
```
12
Properties=species:S:1:pos:R:3:lowdin_charge:R:1
H 0.5258 -1.3657 -2.0507 0.11
H 1.0826 0.6589 2.0902 0.18
H -1.7166 -0.3672 0.0107 0.13
C 0.0458 0.7214 1.4321 -0.12
H -0.8887 0.9687 1.9451 0.12
C 0.0270 -0.5925 -1.4440 -0.20
C -0.7193 -1.0849 -0.1627 -0.09
H 1.7569 0.1801 -0.3983 0.12
O -0.0228 -0.7670 1.0409 -0.25
C 0.7972 0.4852 -0.8325 -0.06
O 0.2538 1.3967 0.1707 -0.14
H -1.1418 -0.2335 -1.8014 0.19
```

Calculated values
Kohn-Sham gap ... 7.19 eV
2S+1 ... 1
E_LUMO ... -0.034 Ha

=====

Run D
The molecule C4H6O2, computed with ωB97M-V with the def2-TZVPD basis set.

Geometry as XYZ:
```
12
Properties=species:S:1:pos:R:3:lowdin_charge:R:1
H -2.1131 -0.7456 0.0144 0.09
H -1.1720 -0.2076 1.4358 0.10
O 0.4203 -1.6032 -0.6545 0.02
C 1.4192 -0.9934 -0.2252 -0.58
H 1.5798 1.2975 -0.6410 0.11
C -1.4945 0.0539 0.4253 -0.05
H 1.0412 0.9320 1.0791 0.11
H -2.1029 0.9675 0.4811 0.10
H -0.5369 0.4107 -1.5213 0.14
C -0.3397 0.3560 -0.4538 -0.11
O 2.5611 -1.1983 0.0502 0.13
C 0.9284 0.7266 0.0159 -0.05
```

Calculated values
Kohn-Sham gap ... 9.09 eV
2S+1 ... 1
E_LUMO ... -0.013 Ha

=====

Short version: run C is the least stable of them.

=====

Run A
The molecule C4H6O2, computed with ωB97M-V with the def2-TZVPD basis set.

Geometry as XYZ:
```
12
Properties=species:S:1:pos:R:3:lowdin_charge:R:1
H 0.5307 1.9824 -1.2342 0.13
H 0.6325 -1.8333 -1.2311 0.06
H 1.8450 0.3250 -0.0622 0.12
C 0.0390 1.4112 -0.4422 -0.16
C 0.8590 0.4590 0.3864 -0.09
H -1.4777 0.5041 0.6432 0.17
H 0.9672 0.8651 1.4021 0.14
C -0.1260 -1.7065 -0.4644 0.06
H -0.9399 -2.4223 -0.4251 0.07
C -0.0744 -0.7400 0.4569 -0.48
O -1.1722 1.5653 -0.3171 0.05
O -1.0832 -0.4101 1.2878 -0.07
```

Calculated values
Kohn-Sham gap ... 9.07 eV
2S+1 ... 1
E_LUMO ... 0.006 Ha

=====

Run B
A cluster of 2 separate species, C4H6O2 in total, computed with ωB97M-V with the def2-TZVPD basis set.

Geometry as XYZ:
```
12
Properties=species:S:1:pos:R:3:lowdin_charge:R:1
H 1.6825 -0.7194 -0.1347 0.09
H -0.5689 0.5350 2.2064 0.10
C -0.4132 -0.3907 -0.8004 -0.17
O -1.6563 -1.3936 1.0952 0.16
H 0.9703 -1.2889 -1.6596 0.08
H -0.9751 0.0275 -1.6239 0.13
C -0.2756 1.1291 1.3169 -0.20
C -1.0565 -0.8518 0.2371 -0.25
H -1.1202 1.6891 0.8633 0.10
C 1.0626 -0.4366 -0.9861 -0.09
O 0.8691 1.2627 0.9833 -0.03
H 1.4812 0.4375 -1.4974 0.09
```

Calculated values
Kohn-Sham gap ... 9.46 eV
2S+1 ... 1
E_LUMO ... 0.022 Ha

=====

Short version: run B is the least stable of them.

=====

Run A
A cluster of 2 separate species, C10H16O in total, computed with ωB97M-V with the def2-TZVPD basis set.

Geometry as XYZ:
```
27
Properties=species:S:1:pos:R:3:lowdin_charge:R:1
C -0.9954 -1.0903 1.4575 -0.19
C -1.1171 0.0788 0.4784 -0.25
H 4.6153 -1.1323 0.8243 0.06
H -1.9385 1.3523 1.8682 0.11
H 0.0991 -0.6517 -1.2459 0.11
C -0.6671 -0.0056 -0.8358 -0.07
H 2.4236 0.2082 1.4072 0.06
H -2.3152 -2.8337 1.3796 0.07
H 4.1625 -0.9470 -0.8760 0.06
C -1.0497 0.8822 -1.8198 -0.02
H -0.6386 -3.0986 0.9071 0.07
H -2.8238 3.0164 0.1611 0.12
H 2.4321 0.6052 -0.3507 0.05
C 3.0359 0.3285 0.5133 -0.16
C 3.7748 -0.9526 0.1526 -0.19
H -0.6679 0.8764 -2.8301 0.11
H 3.1893 -1.8585 -0.0468 0.06
C -1.4773 -2.4038 0.8259 -0.09
H -1.6383 -0.7544 2.2659 0.10
C -1.9461 1.9114 -1.4710 -0.33
C -2.2594 2.1509 -0.1589 -0.01
H 3.7654 1.1268 0.6351 0.06
C -1.8102 1.2357 0.7996 -0.04
O -2.4696 2.7437 -2.4283 0.04
H 0.0104 -1.1304 1.8546 0.10
H -1.9613 2.7354 -3.2446 0.10
H -1.7329 -2.3930 -0.2226 0.06
```

Calculated values
Kohn-Sham gap ... 9.16 eV
2S+1 ... 1
E_LUMO ... 0.030 Ha

=====

Run B
A cluster of 2 separate species, C10H16O in total, computed with ωB97M-V with the def2-TZVPD basis set.

Geometry as XYZ:
```
27
Properties=species:S:1:pos:R:3:lowdin_charge:R:1
H 0.6014 3.9594 1.7103 0.06
C -0.5416 1.7646 -1.4990 0.02
C 0.6000 -4.0244 0.0615 -0.09
O -2.3747 0.6713 -2.3346 0.07
H 0.1957 -4.3039 1.0291 0.07
H -2.2008 1.6562 2.1213 0.11
C -1.7903 1.6276 1.0799 -0.01
C 0.0630 3.1193 2.1224 -0.08
C -0.4796 2.3455 0.9636 -0.30
H 0.8187 -4.7553 -0.6040 0.03
C 0.0188 2.3375 -0.3075 -0.07
C 1.8726 -1.7724 -0.6653 -0.12
H -2.0488 1.1128 -3.0985 0.09
C 1.8610 -3.0831 0.1605 -0.28
H -0.2124 -3.5291 -0.3570 0.04
H 1.4445 -2.0055 -1.7133 0.10
H -0.7364 3.5050 2.8768 0.11
H 2.6477 -3.7484 -0.1328 0.08
H 0.9960 2.8939 -0.4393 0.12
H 0.8571 2.4470 2.6435 0.11
H -3.4938 0.9704 -0.0598 0.12
H -0.1867 1.7365 -2.4201 0.06
C -2.4194 1.1120 -0.0345 -0.04
H 1.4116 -0.9637 -0.1584 0.05
H 1.9945 -2.6359 1.1497 0.09
H 2.8856 -1.5837 -0.8411 0.04
C -1.7838 1.1464 -1.2536 -0.37
```

Calculated values
Kohn-Sham gap ... 9.07 eV
2S+1 ... 1
E_LUMO ... 0.030 Ha

=====

Run C
A cluster of 2 separate species, C10H16O in total, computed with ωB97M-V with the def2-TZVPD basis set.

Geometry as XYZ:
```
27
Properties=species:S:1:pos:R:3:lowdin_charge:R:1
H 1.9301 -3.6235 -1.0468 0.11
C -0.7317 -1.0782 -0.0537 -0.07
C -0.6323 3.1192 -1.1771 -0.13
H -1.6696 3.0614 -0.8511 0.07
H 1.9093 -0.3384 -2.6757 0.10
C 1.2106 -1.5550 -1.3753 -0.31
H -1.6695 -0.5550 0.0852 0.12
H 1.2556 2.3737 -0.4324 0.09
H -1.2338 -3.3087 2.5142 0.07
C 0.1401 -0.6948 -1.0534 -0.02
H 0.7640 2.4734 1.9015 0.07
C 1.3431 -2.7753 -0.7293 -0.01
O 2.0287 -1.2597 -2.4254 0.05
C 0.0005 2.1656 1.1870 -0.10
C -1.3371 -2.3524 1.9852 -0.06
H 0.8503 -3.8951 0.9966 0.11
H -0.9821 2.4677 1.5406 0.07
H 0.1090 1.1302 0.8813 0.03
H 0.7569 3.9884 0.2151 0.09
C 0.6345 -2.9737 0.4767 -0.04
H -2.3605 -2.3933 1.5946 0.08
C 0.4270 2.9978 -0.0849 -0.30
H -0.5270 4.1049 -1.6240 0.06
H -0.5976 2.4104 -2.0107 0.05
H 0.0881 0.3298 -1.4025 0.09
H -1.2463 -1.6366 2.7976 0.07
C -0.4603 -2.1825 0.7663 -0.29
```

Calculated values
Kohn-Sham gap ... 9.17 eV
2S+1 ... 1
E_LUMO ... 0.030 Ha

=====

Run D
A cluster of 2 separate species, C10H16O in total, computed with ωB97M-V with the def2-TZVPD basis set.

Geometry as XYZ:
```
27
Properties=species:S:1:pos:R:3:lowdin_charge:R:1
H -0.4590 -2.8328 -0.1313 0.06
H 3.0364 -1.7566 -1.5006 0.11
H -0.8703 1.9763 2.4356 0.07
C 0.9313 0.2746 -2.4526 0.08
H 0.3937 0.5629 1.7319 0.11
C -0.7736 -1.8190 -0.2995 -0.07
C 1.4955 -0.7759 -0.4092 -0.46
O 0.6350 1.3460 -2.1164 0.03
H 3.4147 0.4112 -0.6627 0.14
H 1.4443 -2.3346 -1.8450 0.04
C -1.2388 1.1775 0.6174 -0.39
C -0.3001 0.3128 0.9289 -0.06
H 2.0488 -2.8541 -0.3203 0.10
C 2.3955 0.3197 0.0308 -0.08
H 2.7794 0.0814 1.0371 0.09
H -1.6565 0.2194 -1.3246 0.07
C -1.9490 1.1451 -0.6945 -0.08
H -1.7941 2.1494 -1.2831 0.11
H -1.1191 -1.6905 -1.4082 0.11
H -1.7268 -1.7924 0.3407 0.11
C 0.2044 -0.7448 -0.0060 -0.31
H 1.8671 1.2417 0.0428 0.05
H -1.1256 3.2634 0.9801 0.12
H -2.6098 2.4687 1.7741 0.11
C 2.0079 -2.0036 -1.0313 -0.09
H -3.0725 1.1394 -0.7360 0.08
C -1.4614 2.3049 1.5767 -0.07
```

Calculated values
Kohn-Sham gap ... 9.10 eV
2S+1 ... 1
E_LUMO ... 0.033 Ha

=====

Short version: run D is the least stable of them.

=====

Run A
A cluster of 2 separate species, C10H16O in total, computed with ωB97M-V with the def2-TZVPD basis set.

Geometry as XYZ:
```
27
Properties=species:S:1:pos:R:3:lowdin_charge:R:1
H 1.2214 1.0437 1.3587 0.11
H -1.5213 1.7183 1.8960 0.07
H -1.8997 0.6294 3.2511 0.07
C 0.9086 0.6354 -2.7176 -0.11
C 1.4611 -0.9854 0.6292 -0.02
H -0.2036 -3.6013 1.9387 0.12
C -1.0125 2.2958 -2.1661 -0.12
H 1.2883 -3.5237 -0.5957 0.10
H -1.6477 2.5449 -1.3175 0.06
H 1.2869 1.4182 -3.3730 0.07
H -1.1218 0.2196 -2.4707 0.09
H -0.2053 3.0319 -2.1308 0.07
C -0.8120 -1.4766 2.1586 -0.04
C -0.3757 -0.1730 2.0092 -0.29
H -0.3230 0.6842 -0.9298 0.06
C -0.0105 -2.5529 1.7865 0.00
H 2.2600 -0.6270 -0.0035 0.11
H 1.6430 0.3727 -2.0032 0.02
H -1.7141 -1.7260 2.7091 0.11
O 1.6687 -3.3416 0.2723 0.00
C 0.8372 0.0424 1.3457 -0.06
C -1.1004 0.9983 2.6069 -0.06
H -1.6548 2.3930 -3.0387 0.07
H -0.4358 1.6494 3.1844 0.08
C 0.9946 -2.2633 0.8677 -0.31
C -0.4142 0.8886 -1.9833 -0.29
H 0.8826 -0.2951 -3.2840 0.07
```

Calculated values
Kohn-Sham gap ... 9.67 eV
2S+1 ... 1
E_LUMO ... 0.031 Ha

=====

Run B
A cluster of 2 separate species, C10H16O in total, computed with ωB97M-V with the def2-TZVPD basis set.

Geometry as XYZ:
```
27
Properties=species:S:1:pos:R:3:lowdin_charge:R:1
C -0.1360 0.6783 -2.3989 -0.13
C 0.9216 -0.3455 -2.7630 -0.32
O 2.5117 -0.3345 3.1478 0.01
H -0.5996 -1.8843 -2.6730 0.07
C 0.4878 -1.7902 -2.6130 -0.12
H -3.0858 0.0763 0.9263 0.07
C 0.9623 1.3008 2.4288 0.00
H 0.7501 -2.0987 2.1258 0.11
C -2.4333 0.9224 0.7397 -0.05
C -0.2263 1.6186 1.7958 -0.04
H -2.2344 1.1709 -0.3189 0.07
H 0.8799 -2.3047 -1.7411 0.06
H -0.4673 2.6452 1.6160 0.11
H 2.7990 -1.2403 2.8978 0.11
H 0.8980 -2.3827 -3.4290 0.06
C 1.2685 -0.0631 2.5914 -0.32
C -0.7765 -0.7250 1.5424 -0.05
H 1.3057 -0.1499 -3.7630 0.09
H 1.6612 2.0237 2.8276 0.12
H -2.8503 1.8470 1.1084 0.07
H -1.5178 -1.4777 1.3244 0.11
H 0.1730 1.6892 -2.6968 0.07
H 1.8024 -0.0950 -2.1621 0.10
H -1.1833 0.5365 -2.7221 0.08
C -1.1103 0.6121 1.4175 -0.30
H -0.2594 0.8308 -1.3197 0.04
C 0.4592 -1.0601 2.1106 -0.03
```

Calculated values
Kohn-Sham gap ... 9.24 eV
2S+1 ... 1
E_LUMO ... 0.030 Ha

=====

Run C
A cluster of 2 separate species, C10H16O in total, computed with ωB97M-V with the def2-TZVPD basis set.

Geometry as XYZ:
```
27
Properties=species:S:1:pos:R:3:lowdin_charge:R:1
H -0.4635 2.5067 3.3152 0.08
H -0.3142 0.3190 -2.8900 0.08
H 1.4646 2.8101 1.6230 0.11
H -1.2796 -2.6931 -1.2240 0.09
H 3.2514 -0.9390 0.4951 0.10
C 0.2255 1.1075 1.8329 -0.27
H -1.6375 1.2472 2.9495 0.07
H 1.1669 -2.1086 1.2368 0.11
H -0.7903 -2.0734 -3.5632 0.08
C -0.8550 1.8675 2.5251 -0.06
H -0.1785 -1.2829 -0.9457 0.06
H -1.3166 2.6239 1.8735 0.09
C -1.7828 -0.8162 -2.1425 -0.44
C 2.3985 -0.3793 0.8585 -0.10
C 1.2290 -1.0322 1.2127 -0.10
O -1.0131 0.4392 -2.2260 -0.09
H -0.7777 -0.7681 1.8652 0.10
H -1.7196 -0.7354 -4.3244 0.08
C 2.4795 1.0116 0.9565 -0.09
C -1.1948 -1.6225 -1.0115 -0.05
H -1.5216 -1.5306 0.0163 0.06
C 0.1515 -0.2664 1.6564 -0.08
C -1.6953 -1.4627 -3.5185 -0.07
H -2.5366 -2.1473 -3.6626 0.08
H 3.4236 1.4544 0.6685 0.10
H -2.7744 -0.4078 -2.0063 0.13
C 1.4223 1.7372 1.4618 -0.05
```

Calculated values
Kohn-Sham gap ... 9.86 eV
2S+1 ... 1
E_LUMO ... 0.036 Ha

=====

Short version: run A is the least stable of them.